Entry 1:
Molecular formula: C33H38Cl2MnN7O2Si
Method: DFT, the ωB97M-V functional and the def2-TZVPD basis

```
84
Properties=species:S:1:pos:R:3
Mn -0.1467 -0.4170 0.1943
Cl -2.4847 3.5394 5.2812
C -1.9604 2.9907 3.7142
C -1.4512 1.7018 3.6003
C -1.0225 1.2264 2.3669
N -0.4666 -0.0301 2.1284
C 0.0037 -0.8454 3.0656
O -0.0099 -0.7479 4.2997
C 0.6495 -2.0598 2.4262
C 1.2227 -3.0447 3.2167
C 1.8437 -4.1201 2.6072
C 1.8716 -4.1757 1.2204
C 1.2663 -3.1573 0.5059
N 0.6660 -2.1201 1.0860
C -1.1088 2.0725 1.2234
C -1.6077 3.3611 1.3629
C -2.0365 3.8142 2.6052
Cl -2.6529 5.4382 2.7280
N -0.6433 1.5115 0.0348
C -0.2287 2.1962 -1.0244
O -0.1753 3.4194 -1.2203
C 0.2253 1.2452 -2.1092
C 0.5351 1.7247 -3.3728
C 0.8365 0.8240 -4.3785
C 0.8067 -0.5324 -4.0878
C 0.5135 -0.9263 -2.7948
N 0.2549 -0.0642 -1.8112
H -1.3730 1.0678 4.4696
H 1.1611 -2.9269 4.2896
H 2.2957 -4.9058 3.1995
H 2.3420 -4.9968 0.6965
H 1.2433 -3.1691 -0.5775
H -1.6408 4.0141 0.5045
H 0.4956 2.7940 -3.5288
H 1.0657 1.1681 -5.3794
H 0.9958 -1.2783 -4.8477
H 0.4681 -1.9738 -2.5220
C -3.3031 -1.7466 2.3403
Si -2.7681 -2.4783 0.6904
C -1.9376 -4.1337 1.0986
C -4.3957 -2.9615 -0.1432
N -1.8863 -1.3889 -0.2946
C -2.3632 -1.2225 -1.5924
C -2.3869 -2.2772 -2.5227
C -2.8249 -2.0986 -3.8271
C -3.2406 -0.8492 -4.2656
C -3.2264 0.2107 -3.3630
C -2.8103 0.0290 -2.0543
H -3.9849 -2.4419 2.8409
H -3.8463 -0.8147 2.1589
H -2.4941 -1.5207 3.0323
H -2.6962 -4.7981 1.5262
H -1.1222 -4.0546 1.8219
H -1.5467 -4.6163 0.1977
H -5.0281 -3.4428 0.6103
H -4.2775 -3.6545 -0.9774
H -4.9254 -2.0826 -0.5182
H -2.0366 -3.2526 -2.1985
H -2.8274 -2.9430 -4.5087
H -3.5726 -0.7023 -5.2861
H -3.5507 1.1957 -3.6809
H -2.8026 0.8595 -1.3594
C 2.1715 3.6213 1.4427
C 3.3045 2.6207 1.6541
N 3.7041 1.8741 0.4654
C 4.7203 2.4637 -0.3921
C 4.1818 3.4771 -1.4024
C 2.9260 0.8364 0.0222
C 3.3931 0.0935 -1.2002
N 1.8554 0.4288 0.5996
H 1.8972 4.0803 2.3942
H 1.2812 3.1470 1.0338
H 2.4614 4.4119 0.7522
H 3.0339 1.9034 2.4339
H 4.1966 3.1346 2.0185
H 5.2493 1.6689 -0.9164
H 5.4571 2.9409 0.2578
H 3.3102 3.0788 -1.9250
H 4.9482 3.7230 -2.1403
H 3.8724 4.4009 -0.9159
H 4.4151 -0.2655 -1.0671
H 3.3622 0.7175 -2.0953
H 2.7368 -0.7572 -1.3453
H 1.6226 0.9680 1.4278
```

The multiplicity is 2. For the molecular weight, the calculation gives 718.64 g/mol. For the LUMO energy (alpha / beta), the calculation gives 2.38 / 2.38 eV. As for the expectation value of S²: 0.7801. As for the HOMO energy (alpha / beta): -3.9738 / -3.7701 eV. The total charge is -1.

These are the Mulliken partial charges, in e, on atoms 1 to 8: atom 1 (Mn): -0.422, atom 2 (Cl): -0.250, atom 3 (C): 0.067, atom 4 (C): -0.849, atom 5 (C): -0.559, atom 6 (N): 1.065, atom 7 (C): -0.177, atom 8 (O): -0.868

Entry 2:
Molecular formula: C5H11O3SSi
Method: DFT, the ωB97M-V functional and the def2-TZVPD basis

```
21
Properties=species:S:1:pos:R:3
C -2.9978 0.8422 -0.5196
C -2.0814 0.1181 0.0552
C 2.5563 0.4186 -0.1746
C 0.3386 -1.0717 -1.7252
C -0.3602 0.7292 0.3790
O -1.3979 -0.1217 2.7759
O 0.4277 -1.0915 1.5590
O 0.8592 0.9845 2.7021
Si 1.0052 -0.7318 0.0125
S -0.1673 0.2326 2.0271
H -3.9035 0.3490 -0.6120
H -2.7311 1.8593 -0.8235
H -2.0724 -0.9055 0.6055
H 2.3013 1.3126 -0.7756
H 2.9305 0.8397 0.8237
H 3.2572 -0.1534 -0.7457
H 1.1908 -1.4051 -2.3896
H -0.5096 -1.6983 -1.6496
H -0.2286 -0.2386 -2.1461
H -0.3579 1.8443 0.4097
H 1.9408 -2.1124 0.2119
```

For the molecular weight, the calculation gives 179.29 g/mol. For the LUMO energy, the calculation gives 3.62 eV. As for the HOMO energy: -4.5785 eV. The total charge is -1.

These are the Mulliken partial charges, in e, on atoms 1 to 8: atom 1 (C): -0.875, atom 2 (C): -0.033, atom 3 (C): -1.060, atom 4 (C): -1.185, atom 5 (C): -0.520, atom 6 (O): -0.696, atom 7 (O): -0.299, atom 8 (O): -0.662

Entry 3:
Molecular formula: C5H6OS
Method: DFT, the ωB97M-V functional and the def2-TZVPD basis

```
13
Properties=species:S:1:pos:R:3
C 1.4526 -1.0103 -0.3345
C 0.4051 -0.3284 0.5655
C -1.9365 -0.0023 0.0186
C -1.1052 1.4374 -0.0027
C 0.2168 1.1644 0.2268
H 2.3826 -0.5339 -0.4934
H 1.9923 -1.9388 0.1367
H 0.8890 -1.2385 -1.3605
H 0.5733 -0.2191 1.6134
H -1.5975 2.3802 -0.4124
H 1.0939 1.6689 -0.3584
O -0.9264 -0.8895 0.3986
S -3.4399 -0.4899 0.0023
```

For the molecular weight, the calculation gives 114.17 g/mol. For the LUMO energy, the calculation gives -0.14 eV. As for the HOMO energy: -8.8838 eV. Its structure (SMILES) is C[C@H]1C=CC(=S)O1.

These are the Mulliken partial charges, in e, on atoms 1 to 8: atom 1 (C): -1.147, atom 2 (C): 0.458, atom 3 (C): 0.231, atom 4 (C): -0.200, atom 5 (C): -0.536, atom 6 (H): 0.404, atom 7 (H): 0.278, atom 8 (H): 0.261